(1)
Entry from OMol25: C27H27BF4N4OTi as an isolated structure (ωB97M-V/def2-TZVPD).

Results
Frontier orbital gap: 6.679 eV
HOMO: -13.7361 eV
Net charge: +2

Element x y z (Å)
Ti -0.38819 -0.35307 -1.83254
C -1.87422 -2.91720 -0.97658
N -1.64979 -1.44928 -0.92326
C -2.51949 -0.80902 -0.04950
C -2.65728 0.51439 -0.20444
C -3.26986 1.58094 0.53903
C -2.85270 2.84635 0.31876
C -1.70368 3.15819 -0.53232
N -1.96275 0.93947 -1.40229
C -1.52042 -3.56609 0.34177
C -0.21006 -3.52531 0.81604
C 0.11338 -4.12231 2.02406
C -0.87061 -4.75794 2.77398
C -2.17383 -4.80135 2.30598
C -2.49693 -4.20625 1.09215
H -1.29092 -3.33991 -1.78632
H -2.92849 -3.08493 -1.20548
H -3.02726 -1.39905 0.70480
H -4.02553 1.36342 1.28097
H -3.31260 3.66278 0.85889
H -1.69559 5.16285 -1.24890
H 0.56682 -3.05053 0.22632
H 1.13837 -4.11154 2.37255
H -0.61476 -5.23206 3.71150
H -2.93930 -5.30590 2.87903
H -3.51459 -4.25681 0.72329
O 1.70166 -0.29546 -2.35744
C 2.78670 0.51781 -1.84598
C 3.12585 1.64410 -2.80648
C 1.86994 2.33652 -3.36390
C 0.86681 2.74683 -2.32380
C 1.12007 3.97499 -1.59402
C 0.31773 4.68541 -0.78989
C -1.15136 4.55732 -0.51430
C -1.22828 2.17157 -1.30613
N -0.12991 1.94019 -2.12157
H 1.95112 -0.67056 -3.21625
H 3.65119 -0.11939 -1.65610
H 2.43444 0.90710 -0.89458
H 3.70124 1.26473 -3.65266
H 3.76933 2.35225 -2.28186
H 1.36341 1.67338 -4.06374
H 2.18121 3.22653 -3.91281
H 2.12891 4.35140 -1.72641
H 0.77719 5.54196 -0.30798
H -1.36358 5.01310 0.45332
H -2.59139 0.94821 -2.21617
F 0.81106 -2.82343 -2.23323
B 1.05771 -3.22114 -3.49088
F -0.53352 -0.83948 -3.53024
F 1.88326 -2.47926 -4.20030
F 0.48949 -4.28967 -3.94870
N 0.51656 -0.15374 0.14256
C 0.75126 0.07861 1.24686
C 1.05935 0.30870 2.60931
C 0.48730 -0.52558 3.57815
C 0.78962 -0.31176 4.90831
C 1.64852 0.71960 5.27113
C 2.21262 1.54800 4.30508
C 1.92226 1.35002 2.97135
H -0.17367 -1.32792 3.27362
H 0.35758 -0.95017 5.66594
H 1.88246 0.87985 6.31463
H 2.88018 2.34549 4.59855
H 2.35595 1.98404 2.20910

(2)
Entry from OMol25: a 2-piece molecular cluster, C27H27F2OSi overall in a non-equilibrium geometry (ωB97M-V/def2-TZVPD).

Results
Frontier orbital gap: 4.476 eV
HOMO: -10.3903 eV
Net charge: +1

Element x y z (Å)
F 5.71669 -1.97584 -2.95795
C 5.09384 -1.42634 -1.85870
C 5.73445 -1.52797 -0.62185
C 5.12391 -0.93683 0.49450
C 3.89750 -0.30128 0.36560
C 3.19611 -0.29641 -0.86883
C 1.81859 0.09989 -0.89335
C 1.12588 0.11533 -2.11404
C -0.19917 -0.23004 -2.35007
C -0.68092 -0.61067 -3.64596
C 0.17237 -0.92572 -4.74325
C -0.41990 -1.19661 -5.96846
F 0.39031 -1.45733 -7.04815
C -1.79773 -1.22639 -6.17429
C -2.62332 -0.97395 -5.06904
C -2.07921 -0.67917 -3.83200
C 3.85654 -0.81472 -2.02511
H 6.68876 -2.04876 -0.53178
H 5.60545 -0.97559 1.47616
H 3.42853 0.17294 1.22595
H 1.33077 0.19714 0.07832
H 1.70787 0.40296 -3.00459
H -0.91702 -0.23413 -1.52031
H 1.25999 -0.96137 -4.63517
H -2.21048 -1.42627 -7.16235
H -3.70440 -1.00813 -5.18099
H -2.71094 -0.46270 -2.96631
H 3.38329 -0.79437 -3.00731
C -1.12545 -3.01383 2.01813
Si -0.60302 -1.33193 2.58841
C -1.20186 -0.92225 4.29656
C 1.23721 -1.12261 2.44617
O -1.30612 -0.33317 1.39577
C -1.35417 1.00577 1.31519
C -0.48579 1.82864 0.62588
C -0.69895 3.23377 1.06534
C -1.87467 3.13130 2.02699
C -2.55285 4.13099 2.71638
C -3.67625 3.76269 3.48608
C -4.12720 2.42567 3.51988
C -3.43978 1.42205 2.82938
C -2.29676 1.80005 2.10814
H -0.55599 -3.80030 2.52900
H -2.19634 -3.15928 2.22467
H -0.96399 -3.10447 0.93352
H -0.54758 -1.41143 5.03100
H -1.19892 0.15680 4.49423
H -2.22356 -1.29818 4.43923
H 1.75042 -1.85906 3.07969
H 1.55716 -1.29423 1.41126
H 1.55198 -0.11667 2.75470
H 0.15519 1.54697 -0.19149
H 0.19172 3.66270 1.54427
H -0.94953 3.90449 0.23238
H -2.23532 5.17833 2.65734
H -4.22261 4.52875 4.04421
H -5.02451 2.17252 4.09322
H -3.77024 0.37827 2.82379

(3)
Entry from OMol25: C27H27FN3O5PReS as an isolated structure (ωB97M-V/def2-TZVPD).

Results
Frontier orbital gap (spin up / spin down): 7.737 / 7.488 eV
HOMO (spin up / spin down): -14.9425 / -14.9387 eV
Multiplicity: 2
Net charge: +2

Element x y z (Å)
Re 0.49179 0.26904 -0.06163
O 2.46909 0.58773 -0.66401
C 2.35948 0.36970 0.54164
C 3.11593 0.33278 1.75382
C 4.49721 0.35442 1.92036
C 4.97815 0.33936 3.22028
C 4.10395 0.31600 4.30707
C 2.71990 0.31133 4.13660
C 2.23087 0.32434 2.84614
P 0.50918 0.36100 2.29305
C -0.06205 2.04640 2.00206
C 0.71722 2.87124 1.16829
C 0.20420 4.08633 0.71291
C -1.05821 4.49184 1.10195
C -1.83500 3.68048 1.92997
C -1.35969 2.45591 2.35383
C -0.51676 -0.54885 3.42399
C -0.94991 0.04847 4.61273
C -1.64399 -0.71140 5.53964
C -1.89720 -2.05460 5.28833
C -1.44557 -2.65228 4.11888
C -0.74833 -1.90369 3.18491
H 5.16342 0.36710 1.06836
H 6.04502 0.34027 3.39612
H 4.51148 0.29910 5.30924
H 2.06061 0.28840 4.99450
H 1.75389 2.63888 0.95790
H 0.81465 4.72423 0.08849
H -1.44418 5.44601 0.76900
H -2.82379 4.00451 2.22636
H -1.98831 1.81298 2.95359
H -0.73908 1.08991 4.82141
H -1.98196 -0.25773 6.46128
H -2.43980 -2.64270 6.01625
H -1.62664 -3.70348 3.94042
H -0.36770 -2.37785 2.28794
C -7.96075 -4.79530 -1.97111
C -7.38324 -3.38492 -1.93338
S -5.62037 -3.45307 -2.12216
O -5.05005 -4.16923 -1.00349
O -5.29770 -3.83450 -3.46507
C -5.04801 -1.75027 -1.93879
C -4.84589 -1.37706 -0.47673
N -3.69732 -0.46301 -0.31345
C -2.45278 -0.88082 -0.05476
N -1.61548 0.17913 -0.04093
C -2.36554 1.30182 -0.31595
C -3.64170 0.90583 -0.48796
N -4.76329 1.76319 -0.79305
O -4.53641 2.95055 -0.74111
O -5.82804 1.23455 -1.02848
C -2.08785 -2.30716 0.12923
H -9.04209 -4.73841 -1.86347
H -7.56174 -5.40201 -1.16059
H -7.73510 -5.27965 -2.91932
H -7.58461 -2.88339 -0.98433
H -7.75231 -2.76809 -2.75366
H -5.71143 -1.07069 -2.47116
H -4.09524 -1.78339 -2.47264
H -4.60597 -2.27393 0.08804
H -5.72098 -0.91044 -0.03765
H -1.95490 2.29245 -0.40072
H -2.69998 -2.77150 0.90208
H -1.03930 -2.40230 0.38904
H -2.25173 -2.86154 -0.79745
F 0.53145 -1.28228 -1.09146

(4)
Entry from OMol25: a 2-piece molecular cluster, C27H27FO5 overall in a non-equilibrium geometry (ωB97M-V/def2-TZVPD).

Results
Frontier orbital gap: 3.259 eV
HOMO: -5.9657 eV
Net charge: 0

Element x y z (Å)
C -3.35967 -2.73135 1.89940
C -1.89938 -2.71287 1.50477
O -1.34626 -1.42586 1.62128
C -0.04811 -1.40876 1.17597
C 0.67236 -0.12997 1.16961
C -0.09550 1.10859 1.24640
O 0.43882 2.18458 1.47817
O -1.45250 1.00157 1.07095
C -2.12323 2.13870 1.56038
C -3.45354 1.74005 2.15862
C 2.09505 -0.09489 1.17163
C 2.81315 1.11505 1.05805
C 4.16666 1.16168 1.19418
C 4.91157 -0.00310 1.47027
O 6.26923 0.10857 1.68790
C 6.88031 -1.07158 2.15838
C 4.20988 -1.22184 1.51837
C 2.85867 -1.26291 1.36811
O 0.51077 -2.43821 0.82189
H -3.82984 -3.69926 1.71342
H -3.47026 -2.49474 2.95848
H -3.91129 -1.97261 1.34353
H -1.30202 -3.38445 2.13610
H -1.75806 -3.02593 0.46108
H -1.47872 2.61560 2.31548
H -2.23425 2.84030 0.72390
H -3.97548 2.58744 2.60562
H -4.09404 1.29826 1.39494
H -3.31108 0.97482 2.92436
H 2.26289 2.02480 0.89403
H 4.68567 2.10248 1.13894
H 7.93650 -0.86946 2.34231
H 6.41129 -1.38213 3.09427
H 6.79359 -1.86003 1.40947
H 4.75141 -2.13487 1.67891
H 2.34368 -2.20317 1.43405
F -5.49715 -2.54824 -2.73820
C -4.28966 -1.94143 -2.67341
C -3.12743 -2.69461 -2.59606
C -1.90667 -2.08172 -2.49611
C -1.78347 -0.67351 -2.47299
C -0.47678 -0.13985 -2.36384
C 0.04145 1.17961 -2.29356
C 1.44606 1.32531 -2.32268
C 2.03916 2.56183 -2.28911
C 1.26464 3.70396 -2.21987
C -0.11237 3.59395 -2.16032
C -0.72054 2.36114 -2.18709
C -2.97721 0.07024 -2.58293
C -4.19407 -0.55635 -2.67142
H -3.20637 -3.76776 -2.62076
H -1.01658 -2.68498 -2.43572
H 0.29008 -0.89537 -2.34177
H 2.06203 0.44334 -2.37677
H 3.11267 2.64368 -2.31433
H 1.73231 4.67574 -2.20552
H -0.71017 4.48719 -2.08829
H -1.78454 2.31306 -2.07686
H -2.94921 1.13871 -2.63078
H -5.10446 0.01157 -2.74482